Density functional theory data (ωB97M-V/def2-TZVPD) for a structure of composition C29H34I2N5S2SeW.

Element x y z (Å)
W  0.134  -1.424  0.317
I  0.325  -1.711  3.165
C  -0.831  -3.294  4.135
I  -1.523  -4.831  2.884
H  -1.657  -2.789  4.620
H  -0.117  -3.702  4.841
C  4.066  4.330  -0.358
C  3.518  3.585  0.870
C  2.013  3.848  0.965
C  4.188  4.116  2.148
C  3.835  2.100  0.723
C  5.169  1.683  0.539
C  5.513  0.362  0.361
C  4.493  -0.585  0.348
S  4.600  -2.301  0.091
C  2.911  -2.424  0.183
N  2.272  -1.276  0.392
C  3.165  -0.203  0.510
C  2.844  1.136  0.736
C  2.110  -3.604  -0.086
C  2.637  -4.880  -0.227
C  1.795  -5.929  -0.566
C  0.442  -5.695  -0.781
C  -0.086  -4.419  -0.648
C  0.731  -3.346  -0.278
H  3.774  5.380  -0.316
H  3.672  3.902  -1.283
H  5.154  4.293  -0.403
H  1.843  4.921  1.044
H  1.577  3.387  1.857
H  1.486  3.493  0.072
H  3.985  5.182  2.262
H  5.270  3.984  2.120
H  3.806  3.598  3.031
H  5.961  2.420  0.544
H  6.545  0.070  0.219
H  1.820  1.416  0.940
H  3.697  -5.051  -0.077
H  2.194  -6.929  -0.671
H  -0.210  -6.518  -1.045
H  -1.142  -4.270  -0.826
C  -2.347  2.100  -2.700
N  -2.071  2.094  -1.265
C  -1.078  1.463  -0.651
Se  0.222  0.319  -1.451
N  -1.165  1.699  0.672
C  -2.266  2.523  0.924
C  -2.804  3.018  2.105
C  -3.950  3.777  1.980
C  -4.530  4.037  0.726
C  -3.989  3.547  -0.444
C  -2.845  2.768  -0.313
H  -1.614  1.487  -3.215
H  -2.285  3.118  -3.079
H  -3.350  1.716  -2.881
H  -0.416  1.549  1.330
H  -2.346  2.829  3.066
H  -4.418  4.179  2.868
H  -5.425  4.642  0.679
H  -4.432  3.766  -1.406
C  -5.064  -3.695  -1.798
N  -4.165  -3.008  -0.862
C  -3.011  -2.413  -1.085
S  -2.228  -1.837  0.406
N  -2.425  -2.228  -2.254
C  -2.949  -2.237  -3.631
H  -5.748  -4.300  -1.211
H  -4.504  -4.356  -2.455
H  -5.651  -2.988  -2.380
H  -4.445  -3.031  0.108
H  -1.480  -1.875  -2.185
H  -3.933  -2.673  -3.693
H  -2.272  -2.803  -4.266
H  -2.997  -1.212  -3.996

Calculated values
LUMO energy (spin up / spin down) in eV: -10.174 / -9.753
HOMO (spin up / spin down) in eV: -15.81 / -15.87
Multiplicity: 3
Net charge: +3